Density functional theory data (ωB97M-V/def2-TZVPD) for a 2-piece molecular cluster, CH5PS overall at a distorted geometry.

Structure (XYZ):
```
8
Properties=species:S:1:pos:R:3:mulliken_charge:R:1
H -0.676 0.768 -0.480 -0.13
H 1.182 -1.542 0.402 0.33
H 2.050 -0.417 1.553 0.25
S 1.855 0.488 -0.517 -0.18
C 1.564 -0.583 0.632 -0.44
P -1.594 -0.002 -0.336 0.05
H -2.364 0.112 -1.550 0.06
H -2.018 1.175 0.297 0.05
```

Calculated values
**Max |F|**: 7.45 eV/Å
**Energy above the lowest of the compared OMol25 structures with the same formula, charge and spin**: 67.36 kcal per mole
**Gap between HOMO and LUMO**: 8.4 eV
**HOMO level**: -8.933 eV
**Structure (SMILES)**: C=S.P

***

Density functional theory data (ωB97M-V/def2-TZVPD) for a 4-piece molecular cluster, C27H60FNO4S overall.

Structure (XYZ):
```
94
Properties=species:S:1:pos:R:3:mulliken_charge:R:1
C 4.794 0.652 0.648 2.40
H 3.765 -3.117 0.465 0.42
H -3.452 -2.326 -3.825 0.28
H 6.028 2.437 0.576 0.43
C -0.365 0.260 -1.979 0.31
H -5.411 -9.815 -1.537 0.30
H -4.276 -7.653 -3.392 0.24
C 4.462 0.797 2.131 -1.11
H 0.707 0.095 -2.124 0.08
H -1.764 5.617 3.389 0.40
H 2.445 1.506 1.645 0.16
O 4.701 4.630 0.642 -0.71
H -2.258 7.503 5.114 0.29
C 6.121 -0.139 0.380 -0.05
C -3.088 -2.167 -2.808 -1.02
H 5.834 -1.095 -0.060 0.49
H -2.850 1.302 -2.961 0.31
C 1.986 6.269 1.849 -1.05
H 6.478 -0.964 2.342 0.30
H -2.035 -2.454 -2.777 0.30
C -0.907 6.195 3.028 -0.68
H -1.646 9.125 4.789 0.38
H -0.840 5.993 1.955 0.28
H -6.187 -6.768 -4.204 0.27
H 0.226 5.742 4.807 0.35
H 5.297 1.331 2.593 0.61
C -0.573 1.595 -1.275 -1.13
C 3.657 0.060 -0.208 -1.96
H -4.666 -10.095 -3.111 0.38
C -6.545 -6.012 -3.500 -0.46
H 2.925 0.846 -0.407 0.50
H 2.929 6.764 1.623 0.43
H -0.539 7.859 5.306 0.28
C -1.190 7.682 3.234 -0.40
N 2.957 -2.670 2.294 -0.73
H 4.081 -0.196 -1.182 0.41
H -5.737 -4.361 -4.652 0.43
O 2.740 3.361 -0.085 -0.57
H 7.849 -1.031 1.253 0.44
H -4.653 -4.937 -3.393 0.24
H -0.666 0.932 -3.996 0.45
H -2.976 0.190 -4.300 0.41
H 2.480 -1.655 -0.576 0.78
H -2.956 -0.591 -1.344 0.25
C -1.062 0.156 -3.334 -0.99
H 2.086 5.223 1.571 0.10
H 1.583 7.458 3.605 0.29
H 1.217 6.715 1.215 0.30
H -0.712 -0.545 -1.322 0.15
H 4.368 -0.141 2.676 0.33
H -2.078 7.948 2.654 0.39
F 6.878 0.508 -0.588 -0.45
H -0.041 1.617 -0.323 0.19
H 2.464 5.982 3.919 0.35
H 5.114 2.145 -0.934 0.51
C 7.011 -0.411 1.570 -1.50
H -6.983 -5.831 -1.404 0.36
H -4.557 -6.137 -1.434 0.22
H -0.199 2.422 -1.882 0.32
H -6.199 -9.241 -3.009 0.28
C 5.082 2.107 0.151 -1.79
H 4.679 -1.881 1.329 -0.04
H 2.888 1.578 3.369 0.42
C -3.289 -0.717 -2.378 -0.40
H -3.632 -2.845 -2.149 0.29
C 3.676 -2.225 1.084 -0.21
C -6.566 -6.582 -2.083 -0.72
C -2.585 0.292 -3.283 -0.86
H -7.257 -7.429 -2.051 0.33
H -6.063 -3.965 -2.964 0.33
C 3.250 1.684 2.352 -0.67
S 3.965 3.404 0.657 1.45
H -7.573 -5.786 -3.796 0.35
H -0.372 8.279 2.824 0.24
H 1.050 -1.302 0.916 0.36
C -5.233 -9.375 -2.521 -1.21
H 7.405 0.511 1.996 0.36
H 3.524 -3.390 2.728 0.25
C -5.700 -4.749 -3.632 -1.13
H -5.337 -7.415 -0.535 0.38
C 1.644 6.401 3.330 -0.41
C -4.476 -8.056 -2.396 -0.34
C 2.872 -1.146 0.308 -0.10
O 1.759 -0.684 1.070 -0.58
C -5.201 -7.015 -1.545 -0.60
O 3.684 3.070 2.186 -0.41
C 0.355 5.680 3.722 -0.58
H 2.924 -1.917 2.971 0.26
C -1.419 8.062 4.694 -1.20
H 0.463 4.614 3.493 0.23
H -1.628 1.776 -1.068 0.37
H -4.359 -0.493 -2.379 0.38
H -3.498 -8.249 -1.947 0.37
H -0.796 -0.798 -3.798 0.34
```

Calculated values
**Max |F|**: 0.97 eV/Å
**Energy above the lowest of the compared OMol25 structures with the same formula, charge and spin**: 0.42 kcal per mole
**Gap between HOMO and LUMO**: 10.4 eV
**HOMO level**: -10.010 eV
**Structure (SMILES)**: C[C@H](F)[C@@]1(C[C@H](O)CN)CCOS(=O)(=O)C1.CCCCCC.CCCCCC.CCCCCC

***

Density functional theory data (ωB97M-V/def2-TZVPD) for C38H36FIN4O4Y as an isolated structure at a distorted geometry.

Structure (XYZ):
```
85
Properties=species:S:1:pos:R:3:mulliken_charge:R:1
O 0.820 -0.549 0.692 -1.01
C -6.408 -2.373 2.185 -0.53
C 2.033 1.051 -0.537 0.82
C -2.413 -2.538 3.181 1.33
C -1.133 -6.101 2.850 -0.75
C 2.633 4.679 0.305 -1.07
H -5.190 -4.098 1.777 0.31
H -3.115 -6.453 5.581 0.39
C -4.686 -1.016 0.450 0.23
H 5.809 4.256 -6.350 0.30
C -2.237 1.119 -2.314 -0.76
N -3.375 -2.979 0.150 -0.02
O 0.454 -1.811 3.458 -0.38
H 4.694 2.351 -7.173 0.39
H 4.767 4.273 0.218 0.26
H 5.985 2.690 -2.827 0.41
H 7.251 3.379 -4.703 0.39
C -5.365 -3.044 1.571 -0.89
C 1.252 0.615 0.619 1.73
C 1.033 1.597 1.630 0.24
H 1.951 -0.881 -1.465 0.61
N 2.182 3.274 0.363 0.17
I -0.211 -4.016 0.981 0.06
H 4.349 5.917 0.736 0.38
C -3.644 -3.848 5.390 -0.84
O 0.947 0.919 3.866 -0.75
H -5.441 0.187 -1.779 0.47
H 6.700 2.022 -5.689 0.35
O -0.950 0.855 2.637 -0.65
C 3.857 1.758 -5.232 -0.52
H 1.329 3.615 2.213 0.54
C 5.699 2.157 -3.730 -0.50
C 4.059 4.866 0.803 -0.97
C 0.296 1.116 2.846 0.05
C -2.606 -5.988 4.742 -0.88
C -5.752 -0.355 1.068 -0.60
C -3.845 -2.519 5.180 -1.28
C -3.244 -1.890 4.058 -0.81
C -1.329 -4.768 2.632 -0.34
H 4.934 4.222 -4.948 0.38
H -3.180 -2.680 -0.796 0.28
H -7.421 -0.483 2.419 0.40
C 3.481 1.850 -2.779 -1.93
H 1.280 -2.277 3.315 0.26
C -2.175 -3.931 3.428 0.22
H -5.894 0.700 0.862 0.51
H -1.650 -7.788 4.103 0.39
H 4.146 4.555 1.847 0.34
C 3.028 0.534 -2.639 0.41
C -6.607 -1.017 1.940 -0.90
C 1.493 2.853 1.459 -0.06
H 3.561 3.771 -1.910 0.41
H -3.473 -0.830 3.913 0.35
H -0.479 -6.679 2.209 0.41
C 3.212 2.754 -1.781 -0.82
H 6.020 1.118 -3.626 0.37
H 1.936 5.257 0.905 0.50
C 2.483 2.373 -0.639 0.50
C -2.807 -4.601 4.516 1.07
H -1.622 1.695 -3.000 0.44
N 4.244 2.274 -3.916 0.43
H 0.683 -0.977 3.907 0.28
H -7.060 -2.908 2.866 0.40
C -3.601 1.003 -2.534 -0.77
H 2.514 5.034 -0.714 0.44
Y -1.376 -1.139 1.682 0.68
C -4.368 0.283 -1.627 -0.64
C 4.285 2.804 -6.276 -0.93
H -4.067 1.471 -3.396 0.37
H -4.483 -1.948 5.850 0.41
C 6.392 2.770 -4.965 -0.63
C 2.309 0.138 -1.556 -0.74
H 4.314 0.793 -5.449 0.43
C -1.661 0.508 -1.200 -0.28
N 5.380 3.646 -5.661 -0.15
C -3.773 -0.329 -0.518 -0.16
H -0.593 0.651 -1.078 0.37
H 2.782 1.627 -5.280 0.48
C -2.377 -0.261 -0.266 0.73
H 3.484 3.484 -6.548 0.42
F 3.338 -0.355 -3.605 -0.35
C -4.505 -2.363 0.715 0.67
C -1.797 -6.728 3.930 -0.62
H -4.109 -4.357 6.229 0.36
H -3.378 -3.984 0.229 0.39
```

Calculated values
**Max |F|**: 1.16 eV/Å
**Energy above the lowest of the compared OMol25 structures with the same formula, charge and spin**: 6.61 kcal per mole
**Gap between HOMO and LUMO**: 5.6 eV
**HOMO level**: -8.982 eV
**Charge**: +1

***

Density functional theory data (ωB97M-V/def2-TZVPD) for C29H30Cl3GeNNiOP2 as an isolated structure at a distorted geometry.

Structure (XYZ):
```
68
Properties=species:S:1:pos:R:3:mulliken_charge:R:1
H 4.811 4.212 1.276 0.42
H 5.274 4.341 -1.140 0.42
C 4.800 3.464 -0.728 -0.41
C -1.905 -6.031 0.321 -0.54
C 3.512 1.241 0.310 0.87
N -3.767 1.003 -0.603 -0.33
P 0.560 -2.222 -0.381 1.53
C -1.439 -0.563 1.824 -1.05
H 3.419 -1.439 -0.933 0.52
H 2.100 -3.027 1.334 0.57
Cl -2.009 3.859 -1.506 -0.31
H 0.190 -3.914 1.917 0.31
C 3.768 1.328 -1.057 -0.22
C -1.126 -5.499 1.336 -0.74
C -1.280 -4.211 -1.118 -0.74
H -3.804 1.204 -1.593 0.29
C 2.196 -0.632 4.922 -0.57
P 2.495 -0.127 0.916 1.32
C 3.220 -1.637 0.124 -1.44
H 1.592 0.066 -4.576 0.49
C -2.579 0.369 1.435 -0.87
H -1.059 -5.996 2.290 0.43
H 2.549 -3.656 -0.265 0.67
H 5.542 -1.043 4.692 0.42
C 0.962 -2.204 -2.154 0.09
C 4.428 2.427 -1.569 -1.04
H 4.168 -1.882 0.613 0.78
H 3.730 -1.104 6.343 0.41
C 1.606 -3.299 -4.188 -0.88
H 4.626 2.488 -2.628 0.46
H 1.103 -4.332 -2.379 0.54
H -2.446 -6.950 0.480 0.41
H 0.896 -0.060 -2.218 -0.30
Cl 1.455 3.558 -2.314 -0.27
Ni 0.198 -0.065 0.446 0.60
C 4.526 -0.870 4.375 -0.82
H 2.041 -2.021 -5.848 0.42
H -1.361 -3.695 -2.065 0.54
C 3.887 2.286 1.154 -0.63
H -3.539 0.004 1.821 0.49
Ge -0.342 2.413 -1.656 0.91
H 0.909 -0.171 3.250 0.06
H 3.433 0.550 -1.728 0.07
C 1.223 -3.374 -2.863 -0.42
C 4.252 -0.623 3.043 -0.32
H 5.054 -0.607 2.316 0.41
Cl 0.219 2.171 0.534 -0.32
C -0.408 -4.338 1.122 -0.30
C 4.531 3.392 0.630 -0.76
H 3.662 2.231 2.211 0.45
H 1.803 -4.205 -4.741 0.44
C 1.739 -2.067 -4.812 -0.61
C 2.939 -0.381 2.652 0.32
H -1.687 -1.598 1.561 0.43
H -1.217 -0.491 2.890 0.55
C -2.644 0.537 -0.064 0.45
C 2.215 -2.769 0.278 -1.43
C 1.098 -0.972 -2.781 0.03
O -1.659 0.269 -0.770 -0.58
C 3.502 -0.884 5.312 -0.48
C -1.991 -5.376 -0.897 -0.69
H 1.398 -0.631 5.649 0.45
H -2.607 -5.784 -1.683 0.43
H -4.560 1.263 -0.038 0.20
C 1.484 -0.901 -4.107 -0.55
C -0.445 -3.711 -0.123 0.66
H -2.422 1.368 1.858 0.30
C 1.917 -0.372 3.593 -0.56
```

Calculated values
**Max |F|**: 1.95 eV/Å
**Energy above the lowest of the compared OMol25 structures with the same formula, charge and spin**: 0.00 kcal per mole
**Gap between HOMO and LUMO (alpha / beta)**: 8.1 / 5.4 eV
**HOMO level (alpha / beta)**: -10.216 / -11.353 eV
**<S²>**: 3.77
**Charge**: +1
**Multiplicity**: 4

***

Density functional theory data (ωB97M-V/def2-TZVPD) for a 2-piece molecular cluster, C27H46Cl3FN4O4P overall at a distorted geometry.

Structure (XYZ):
```
86
Properties=species:S:1:pos:R:3:mulliken_charge:R:1
H 0.951 2.743 -0.774 0.25
H 3.081 1.501 6.884 0.28
H 4.009 -0.657 4.235 0.37
H -0.023 -5.092 -1.984 0.38
H 6.473 3.130 -3.629 0.43
H 0.884 -1.058 -0.277 -0.99
N -3.080 -2.044 -1.062 -0.05
C 3.532 0.776 6.224 -0.76
H 2.823 -3.324 -0.634 0.29
H 3.049 -0.183 6.396 0.34
C 3.444 0.535 2.583 -0.61
H -1.041 2.085 -0.288 0.60
C -3.348 -0.987 -0.366 -0.23
H 1.471 -0.699 1.901 0.00
C -2.493 1.118 3.233 0.88
H -0.366 2.366 -3.165 0.26
C 1.823 -1.554 -0.044 1.07
C -0.130 1.844 -2.240 -0.02
H 4.274 -0.439 -4.339 0.44
H -4.318 1.986 3.863 0.33
H 3.983 -0.323 0.714 0.46
C -4.647 0.464 0.707 1.22
H -7.301 -3.692 -0.426 0.33
C 4.401 3.190 -3.064 0.43
H 1.643 -3.739 -2.487 0.66
C 3.189 2.503 -3.022 0.36
H -3.216 1.988 0.670 0.85
H 5.129 4.563 -1.934 0.31
Cl -1.295 -0.811 1.888 -0.17
C 5.504 1.280 -4.025 -0.46
F -5.121 0.899 -0.517 -0.32
C 1.798 -3.022 -0.465 -1.00
C 4.304 0.576 -3.989 -0.85
N -4.445 -0.997 0.537 -0.27
H 4.306 1.183 2.519 0.39
H 2.245 -0.356 4.109 0.28
H 2.239 0.652 -3.476 0.27
H -3.422 2.986 2.686 0.37
C -1.549 -3.663 -2.114 -1.24
H 1.363 -3.600 0.338 0.51
H -1.591 -3.843 -3.178 0.45
C 1.950 3.167 -2.508 -0.95
Cl -5.841 -1.762 -0.157 -0.14
H 2.168 -2.287 1.954 0.43
H 1.391 3.590 -3.337 0.31
C -1.347 2.025 -1.327 -1.00
H -1.940 -1.674 -2.808 0.18
C -2.394 0.927 -1.542 -0.82
H 4.585 0.647 6.448 0.28
H -7.161 0.679 1.258 0.10
C 5.549 2.583 -3.572 -0.61
H -3.697 -2.840 -1.026 0.40
C 2.198 -1.341 1.424 -0.46
C 3.238 0.076 4.007 -0.42
O 3.354 1.179 4.880 -0.37
C -3.190 0.920 0.829 -1.00
H 6.378 0.790 -4.412 0.40
O 4.453 4.493 -2.611 -0.58
H -0.015 0.793 -2.509 -0.21
H -1.776 2.977 -1.603 0.22
H -2.911 2.844 4.339 0.48
C -2.397 0.498 2.059 -0.47
H -2.038 0.328 -2.362 0.54
H -1.068 -1.704 -1.307 -0.67
O -7.714 -4.527 -0.190 -0.57
C 3.564 -0.667 1.647 -0.89
N 1.118 2.301 -1.662 -0.03
H 2.575 -1.070 -0.649 0.16
H -0.353 -4.330 -0.473 0.42
C -3.346 2.300 3.515 -1.51
C -0.216 -4.131 -1.527 -1.03
O -5.849 2.580 1.831 -0.61
H 4.241 -1.362 2.130 0.38
N -2.631 0.136 -0.310 0.64
C -1.859 -2.190 -1.864 1.11
C 3.165 1.198 -3.487 -0.05
H 2.269 4.003 -1.902 0.49
H 0.744 -2.274 -2.204 0.36
H -2.307 -4.313 -1.690 0.37
Cl -1.583 0.596 4.580 -0.16
H 2.572 1.118 2.303 0.18
C 1.005 -3.235 -1.776 -0.73
H -5.854 0.484 3.086 0.16
P -5.966 1.116 1.838 0.26
H -8.284 -4.323 0.558 0.32
H -3.313 1.399 -1.859 0.25
```

Calculated values
**Max |F|**: 1.64 eV/Å
**Gap between HOMO and LUMO**: 6.6 eV
**HOMO level**: -10.560 eV
**Charge**: +1

***

Q: What is the formula in the first record?
A: CH5PS

***

Q: Among the records above, which one has the highest max |F|?
A: CH5PS

***

Q: Which formula does entry 4 have?
A: C29H30Cl3GeNNiOP2

***

Q: The highest max |F| belongs to which entry?
A: CH5PS